{"formula": "C33H67BBr3F11N11O22P", "method": "ωB97M-V with the def2-TZVPD basis set", "symbols": ["C", "C", "N", "C", "O", "C", "C", "C", "O", "C", "C", "C", "O", "C", "C", "F", "F", "C", "F", "F", "C", "F", "F", "C", "F", "F", "C", "C", "C", "Br", "C", "Br", "C", "C", "Br", "C", "F", "F", "F", "B", "N", "O", "P", "C", "C", "C", "H", "H", "H", "H", "H", "H", "H", "H", "H", "H", "H", "H", "H", "H", "H", "H", "H", "H", "H", "H", "H", "H", "H", "H", "H", "H", "H", "H", "H", "H", "H", "H", "H", "H", "H", "H", "H", "H", "H", "H", "C", "N", "O", "O", "H", "H", "H", "C", "N", "O", "O", "H", "H", "H", "C", "N", "O", "O", "H", "H", "H", "C", "N", "O", "O", "H", "H", "H", "C", "N", "O", "O", "H", "H", "H", "C", "N", "O", "O", "H", "H", "H", "C", "N", "O", "O", "H", "H", "H", "C", "N", "O", "O", "H", "H", "H", "C", "N", "O", "O", "H", "H", "H"], "positions_angstrom": [[-3.67651, -3.37280, 4.29948], [-3.33985, -3.63493, 2.83302], [-2.02612, -3.25494, 2.37227], [-1.55159, -1.90125, 2.33740], [-0.53003, -1.79084, 1.31728], [-0.84669, -1.57761, -0.03979], [-1.82743, -2.53327, -0.71427], [0.54383, -1.55788, -0.70048], [0.40370, -1.04377, -1.99926], [1.30488, -0.04365, -2.49066], [1.05271, 1.27080, -1.74256], [-0.26782, 1.99280, -1.96058], [-0.14409, 3.31103, -1.39037], [0.33418, 4.23700, -2.32565], [1.03049, 5.38982, -1.59726], [0.78564, 5.39297, -0.27709], [2.39826, 5.27558, -1.76504], [0.68787, 6.77019, -2.18609], [-0.57331, 7.08114, -1.81621], [0.70877, 6.69851, -3.54443], [1.63411, 7.92503, -1.76093], [1.93716, 7.82313, -0.45822], [0.93449, 9.07082, -1.92744], [2.93880, 8.00336, -2.62680], [4.01065, 7.93271, -1.80366], [2.98062, 9.19759, -3.26687], [0.93417, 0.06835, -3.99909], [-0.21758, -0.78372, -4.52696], [-0.15705, -0.75772, -6.07141], [-1.98187, -0.16221, -3.99406], [2.79034, -0.50179, -2.32707], [3.53291, -0.03646, -0.55901], [3.86798, -0.11246, -3.36067], [4.03189, -1.08542, -4.53999], [3.81885, 1.73632, -3.98198], [1.20529, -2.96830, -0.75999], [0.63718, -3.87992, 0.02832], [1.18523, -3.47141, -2.01196], [2.50743, -2.91670, -0.40209], [-2.72462, -0.79690, 2.24952], [-2.77780, 0.33036, 3.20356], [-3.68002, -0.92559, 1.27071], [-0.60528, -1.54307, 3.93412], [0.67094, -2.88084, 3.93361], [0.44396, -0.08908, 3.53788], [1.17055, 0.31044, 4.84643], [-4.69040, -3.73843, 4.49083], [-2.98263, -3.89425, 4.95797], [-3.69776, -2.30593, 4.53416], [-4.14391, -3.28153, 2.17931], [-3.36473, -4.72639, 2.70031], [-1.29873, -3.91147, 2.60891], [-1.20951, -0.55090, -0.21964], [-2.85928, -2.21276, -0.59544], [-1.61285, -2.62349, -1.78183], [-1.74581, -3.52794, -0.27571], [1.15884, -0.95037, -0.03548], [1.85502, 1.98160, -1.96508], [1.11844, 1.09838, -0.66418], [-1.10187, 1.52638, -1.43666], [-0.55734, 2.10073, -3.00678], [-0.48075, 4.60947, -2.95737], [1.08874, 3.79413, -2.98941], [3.01307, 7.20762, -3.36584], [0.80904, 1.11132, -4.29332], [1.77080, -0.28491, -4.59934], [-0.09005, -1.82472, -4.23491], [0.26055, 0.18391, -6.43228], [0.41283, -1.61365, -6.43657], [-1.16014, -0.84123, -6.49190], [2.77525, -1.59217, -2.31506], [4.81160, -0.14514, -2.81987], [3.67136, -2.07302, -4.23974], [5.09025, -1.18085, -4.78408], [3.47745, -0.78130, -5.42645], [-3.60021, 0.29473, 3.79911], [-2.79917, 1.21511, 2.70319], [-4.50028, -0.51719, 1.57201], [1.67792, -2.45919, 3.98355], [0.64308, -3.46299, 3.00350], [0.50999, -3.56609, 4.76593], [-0.17721, 0.73724, 3.20162], [1.19828, -0.35783, 2.79304], [2.10600, -0.24312, 4.96199], [1.35160, 1.38197, 4.90772], [0.55515, 0.03739, 5.71122], [1.88181, 3.48478, 1.34909], [1.72301, 3.34071, 2.82206], [0.64122, 2.99233, 3.24610], [2.69617, 3.57275, 3.50480], [0.93810, 3.24485, 0.87319], [2.17407, 4.51212, 1.15689], [2.66974, 2.80147, 1.04362], [5.58977, 10.94155, -3.05022], [6.94578, 11.31271, -3.54049], [7.14249, 11.28591, -4.73623], [7.76548, 11.61720, -2.70181], [4.97317, 10.69705, -3.90503], [5.70502, 10.08991, -2.38716], [5.19716, 11.79569, -2.50732], [-6.98292, -1.64356, 7.51070], [-6.12547, -1.57887, 6.29628], [-6.67284, -1.59359, 5.21196], [-4.93070, -1.51515, 6.47259], [-8.01720, -1.69679, 7.19425], [-6.68736, -2.52902, 8.06478], [-6.78545, -0.74753, 8.09064], [5.75367, -2.31482, 1.72158], [5.74451, -1.31450, 2.82287], [6.73179, -1.22630, 3.52067], [4.73764, -0.64983, 2.94662], [6.70625, -2.83060, 1.73390], [4.92852, -3.00088, 1.89682], [5.60763, -1.77227, 0.79212], [-4.52966, -7.55915, 3.45428], [-4.50777, -6.63497, 4.62017], [-3.44023, -6.42625, 5.14866], [-5.56883, -6.14378, 4.94938], [-3.51266, -7.88178, 3.28843], [-5.17935, -8.38958, 3.71583], [-4.91847, -7.01274, 2.60139], [-0.24280, -7.95931, 0.64420], [-1.06487, -7.39093, 1.74541], [-2.19541, -7.02946, 1.49482], [-0.53154, -7.28714, 2.82935], [-0.84350, -7.96898, -0.25687], [0.63037, -7.31949, 0.54112], [0.04988, -8.96071, 0.94483], [2.39043, -5.47713, 3.47077], [2.71544, -4.87144, 2.14952], [3.28535, -3.80378, 2.12725], [2.38235, -5.50427, 1.16642], [2.73809, -4.81495, 4.25435], [1.31249, -5.60685, 3.50485], [2.88989, -6.44016, 3.51021], [-3.04854, 8.55864, -3.79137], [-4.08503, 7.77122, -4.51390], [-3.72264, 7.06760, -5.43214], [-5.22699, 7.88870, -4.12808], [-2.08676, 8.35096, -4.24425], [-3.31328, 9.60730, -3.88251], [-3.07214, 8.24812, -2.75151], [-4.65437, -3.48639, -5.50309], [-3.23709, -3.71099, -5.10905], [-2.94184, -3.55096, -3.94728], [-2.46774, -4.03049, -5.99233], [-5.21056, -3.20443, -4.61766], [-4.65908, -2.69590, -6.24700], [-5.02206, -4.41435, -5.93052]], "atomic_forces_ev_per_a": [[-0.3427, 0.3343, -0.3481], [-0.1834, -1.1201, 0.2974], [-0.2755, 0.2082, -0.7127], [0.8410, 0.0288, 0.4312], [-0.3181, 0.1346, -0.0829], [0.0349, 0.1275, -0.6602], [0.0352, -0.5228, 0.1442], [-0.3766, -0.4203, 0.3682], [0.3901, -0.0192, -0.0113], [-0.4010, 0.3351, 0.0735], [-0.0811, 0.2026, 0.2192], [-0.1450, 0.3123, 0.0131], [0.0629, -0.0291, -0.0261], [-0.0780, -0.2071, 0.0284], [0.4000, 0.0128, -0.3707], [-0.2398, 0.2846, -0.4663], [-0.1462, -0.0704, 0.1768], [-0.3540, 0.0975, 0.3210], [0.1028, -0.0620, -0.0406], [0.0437, -0.0270, 0.0731], [-0.1587, 0.3655, -0.1429], [-0.0223, -0.1000, -0.0793], [0.0768, -0.0914, -0.0424], [0.3055, -0.0114, 0.1444], [-0.1309, 0.0490, -0.1273], [-0.0555, -0.1934, 0.0828], [0.2096, -0.3362, 0.0691], [0.5618, -0.0197, -1.0268], [-0.5049, 0.0469, 0.1918], [-0.0970, -0.0716, 0.2421], [-0.0655, 0.0770, -0.0968], [0.2198, 0.1561, -0.0054], [0.4063, -0.4881, 0.1100], [-0.2496, 0.0087, 0.1806], [-0.0328, 0.1053, 0.0183], [0.1688, 0.0964, -0.1114], [-0.2189, 0.0950, 0.0362], [-0.0773, -0.0030, -0.0524], [-0.1060, 0.0423, -0.1219], [-0.1857, 0.1174, 0.0226], [-0.0911, -0.2187, -0.3364], [0.0556, -0.4431, 0.3392], [-0.5559, 0.2151, 0.3870], [0.0271, -0.2157, -0.5275], [0.5469, -0.1571, 0.5912], [-0.2513, -0.2740, 0.1199], [0.0897, -0.0546, 0.0856], [0.0228, 0.1776, 0.0493], [0.2378, -0.1184, 0.0617], [0.2840, 0.3552, -0.0297], [-0.0136, 0.0911, -0.0569], [-0.0721, -0.0519, 0.1863], [-0.0482, -0.0188, 0.2681], [0.0584, 0.0862, 0.0288], [-0.0040, 0.2046, 0.0243], [0.0063, 0.0688, -0.0097], [0.0797, -0.0348, -0.1738], [0.0235, -0.1371, -0.1085], [0.0769, -0.0795, -0.1258], [0.1045, -0.0911, -0.0650], [0.0155, -0.1432, -0.0159], [0.0030, 0.0832, 0.0888], [-0.0299, 0.0663, 0.0313], [-0.0448, 0.0204, 0.0321], [-0.0962, -0.0429, 0.0527], [0.0223, 0.0518, 0.0582], [-0.4255, 0.1924, 0.4692], [0.0885, -0.0840, -0.0459], [0.2077, 0.1797, -0.0103], [0.1144, -0.0975, -0.0019], [0.0755, 0.0990, -0.0179], [-0.1468, 0.0882, 0.0092], [0.0470, 0.0156, -0.0453], [-0.1060, 0.1157, -0.1363], [0.1124, -0.0102, -0.0262], [0.1596, 0.0583, 0.1983], [-0.1301, 0.0415, 0.1057], [0.0586, 0.3820, -0.3347], [-0.0922, 0.0303, 0.1475], [-0.0480, 0.1764, 0.0571], [0.0322, 0.0848, 0.0401], [-0.0260, -0.1364, -0.1256], [-0.2068, 0.1755, -0.2408], [0.0392, 0.1919, -0.0835], [0.1951, -0.0832, -0.0851], [0.0023, 0.1524, -0.0289], [-0.0043, -0.1544, 0.0983], [0.0966, -0.1051, -0.0856], [-0.1651, 0.1997, -0.0465], [0.0643, 0.0652, 0.0647], [0.0281, 0.0247, 0.0582], [0.1070, -0.1476, 0.1190], [0.0650, -0.0005, 0.0240], [-0.0709, -0.0215, -0.0910], [-0.0367, -0.0073, 0.0295], [0.0036, -0.0083, -0.0904], [0.0531, 0.0240, 0.0684], [0.0253, 0.0068, -0.0294], [0.0181, 0.0338, 0.0540], [0.0345, -0.0135, 0.0619], [-0.1175, -0.0551, -0.0179], [-0.0376, -0.0504, -0.0437], [-0.0457, 0.0633, -0.0529], [0.0544, 0.1577, 0.1333], [0.0036, -0.0016, -0.0262], [0.0481, 0.0234, 0.0282], [0.0522, -0.0215, 0.0299], [0.2033, -0.1243, -0.0054], [0.0407, -0.1175, -0.1670], [0.0586, 0.0207, 0.1138], [-0.1079, 0.0969, 0.0073], [0.0788, 0.0845, 0.0476], [0.2883, 0.3307, -0.1413], [-0.0971, -0.0006, 0.0078], [0.1074, -0.1592, 0.1256], [-0.1238, 0.0175, -0.2287], [0.0575, -0.0138, 0.1950], [-0.0331, -0.0006, 0.1038], [0.0187, -0.0175, -0.0656], [-0.0880, 0.0611, -0.0215], [-0.0415, 0.0218, 0.0227], [-0.0431, -0.0173, -0.1296], [0.1360, 0.3042, -0.1422], [-0.0306, -0.0815, -0.1027], [0.0541, -0.0562, 0.1717], [-0.0225, 0.0120, 0.0086], [0.0202, -0.0096, 0.0502], [0.0480, 0.0126, 0.0340], [0.0327, 0.0033, 0.1044], [-0.2128, -0.4759, 0.0001], [-0.2572, -0.1376, 0.1246], [0.2006, -0.0412, 0.1569], [-0.0039, 0.0451, -0.0640], [0.0593, -0.1042, 0.0019], [-0.0250, -0.0499, -0.0624], [0.1586, -0.0083, -0.0239], [0.0356, 0.0235, 0.0245], [0.0401, -0.0593, -0.0615], [-0.0852, 0.0177, 0.0329], [-0.0068, -0.0185, -0.0193], [-0.0590, -0.0031, 0.0475], [-0.0522, 0.0416, 0.0201], [-0.0812, 0.0125, 0.0870], [-0.0221, 0.0807, -0.0449], [0.0522, -0.0550, 0.1339], [0.0549, 0.0023, -0.0645], [0.0192, 0.0026, 0.0172], [0.0170, -0.0277, -0.0433], [0.0242, 0.0185, -0.0556]], "spin_multiplicity": 1, "energy_ev": -346704.8860, "largest_force_ha_per_bohr": 0.0228}